1.
Below is a molecular structure, C29H70B3N4O4P at a distorted geometry, with properties calculated with the ωB97M-V functional and the def2-TZVPD basis.

## Properties
Frontier orbital gap = 7.24 eV
LUMO level = -0.01680 Ha
Net charge = 0

CARTESIAN COORDINATES (ANGSTROEM)
C -6.6452 0.2470 5.1507
C -7.0391 -0.7433 4.4977
C -7.4814 -2.1823 4.0030
C -6.2312 -3.1708 4.0354
C -5.4734 -3.0700 2.6300
B -4.3254 -1.9444 2.6101
O -3.7860 -1.4411 3.8562
B -2.4163 -1.1152 3.5053
O -2.2607 0.0499 2.6807
B -3.3974 -0.0203 1.8046
P -4.4149 1.4975 1.2130
O -3.6359 2.4683 0.3211
O -3.7814 -1.3565 1.4007
H -6.2931 0.9529 5.9489
H -8.2533 -2.5923 4.7276
H -7.9131 -2.0967 2.9678
H -6.6105 -4.2315 4.1258
H -5.5969 -2.8842 4.9195
H -5.0186 -4.0860 2.4174
H -6.2302 -2.7998 1.8242
H -1.5381 -1.8182 3.8543
H -5.6089 1.0668 0.5319
H -4.8659 2.2322 2.3602
C 2.7788 -5.1247 5.2343
C 1.3733 -4.6932 4.8357
N 0.8121 -5.4588 3.7288
C -0.4001 -4.8653 3.1784
C -1.6326 -4.7884 4.0797
C 0.7767 -6.9059 3.8995
C 0.0111 -7.4627 5.1006
H 3.4592 -5.0894 4.3802
H 3.1687 -4.4514 6.0014
H 2.7943 -6.1343 5.6515
H 1.4366 -3.6414 4.5367
H 0.7283 -4.7284 5.7234
H -0.6704 -5.3915 2.2568
H -0.1560 -3.8458 2.8555
H -2.1122 -5.7610 4.1942
H -2.3742 -4.1226 3.6256
H -1.4035 -4.3906 5.0701
H 1.8085 -7.2676 3.9579
H 0.3856 -7.3666 2.9867
H 0.2135 -6.9109 6.0206
H 0.3079 -8.5008 5.2741
H -1.0649 -7.4673 4.9275
C 1.9785 2.2098 -3.7520
C 0.5309 2.6832 -3.7122
N -0.4331 1.6131 -3.5027
C -1.8124 2.0268 -3.7408
C -2.4056 3.0865 -2.8126
C -0.2268 0.7841 -2.3216
C -0.2101 1.4782 -0.9584
H 2.1191 1.4343 -4.5085
H 2.6340 3.0473 -4.0035
H 2.3078 1.8191 -2.7861
H 0.3255 3.1561 -4.6784
H 0.4368 3.4696 -2.9520
H -2.4597 1.1433 -3.7277
H -1.8775 2.4036 -4.7690
H -2.6509 2.6740 -1.8336
H -3.3410 3.4642 -3.2387
H -1.7424 3.9437 -2.6774
H 0.7215 0.2488 -2.4417
H -0.9796 -0.0110 -2.3040
H 0.3757 2.3996 -0.9632
H 0.2393 0.8128 -0.2147
H -1.2169 1.7084 -0.6085
C -0.3679 5.2011 -7.2255
C 0.4476 6.4780 -7.0638
N -0.2708 7.5517 -6.3912
C 0.4035 8.8419 -6.4847
C 1.7649 8.9850 -5.8035
C -0.8250 7.2306 -5.0819
C 0.1418 6.7551 -3.9969
H -1.3092 5.3974 -7.7436
H 0.1959 4.4754 -7.8167
H -0.5900 4.7330 -6.2635
H 0.7167 6.8145 -8.0703
H 1.3883 6.2336 -6.5532
H -0.2639 9.6237 -6.1072
H 0.5329 9.0761 -7.5479
H 1.6690 9.0647 -4.7202
H 2.2502 9.9048 -6.1453
H 2.4382 8.1581 -6.0366
H -1.5905 6.4591 -5.2155
H -1.3823 8.0941 -4.7048
H 0.8623 6.0227 -4.3668
H -0.4211 6.2762 -3.1904
H 0.6880 7.5855 -3.5498
C 3.6023 -0.7014 -0.1147
C 4.9311 -1.4036 0.1378
N 5.1518 -1.7596 1.5332
C 6.5226 -2.1739 1.8113
C 7.0300 -3.4520 1.1427
C 4.1158 -2.5705 2.1602
C 3.7883 -3.9237 1.5275
H 3.4996 0.1862 0.5137
H 3.5458 -0.3824 -1.1583
H 2.7501 -1.3600 0.0696
H 5.7212 -0.7136 -0.1758
H 4.9988 -2.2782 -0.5222
H 6.6573 -2.2649 2.8943
H 7.1870 -1.3533 1.5165
H 6.6184 -4.3456 1.6131
H 8.1179 -3.5131 1.2482
H 6.8063 -3.4824 0.0748
H 3.1939 -1.9799 2.1927
H 4.3683 -2.7255 3.2146
H 3.7148 -3.8729 0.4393
H 2.8225 -4.2782 1.9011
H 4.5259 -4.6818 1.7914

Forces on the atoms, in the same order (eV/Å):
C -0.86 -2.72 -0.87
C 0.60 0.98 1.91
C 0.67 1.08 0.85
C -0.57 0.38 -1.03
C 0.07 0.27 0.47
B 0.05 0.15 0.48
O 1.56 -0.83 -2.66
B -1.36 1.46 -0.02
O -2.30 -1.68 -0.40
B 1.78 -1.99 0.62
P 0.56 3.08 -1.84
O -0.65 -1.55 1.02
O -0.88 1.30 2.30
H -0.59 -0.91 -1.66
H 0.74 0.86 -0.92
H 0.31 -0.22 1.12
H 0.36 1.22 0.15
H -0.50 -0.53 -1.02
H -0.43 1.18 -0.10
H 0.96 -0.69 0.81
H 0.26 0.23 0.17
H 0.42 -0.23 0.74
H -0.13 -0.85 -0.12
C 0.01 -0.11 0.02
C 0.12 -0.11 0.01
N -0.11 0.10 -0.28
C 0.10 0.19 -0.13
C -0.26 -0.04 -0.05
C 0.33 -0.12 0.07
C -0.12 -0.22 0.04
H -0.08 -0.05 0.00
H -0.06 -0.02 -0.04
H 0.03 0.04 -0.04
H -0.22 -0.07 -0.14
H -0.01 0.07 0.13
H 0.11 -0.12 0.09
H 0.13 -0.03 0.09
H 0.04 0.04 0.09
H 0.04 -0.05 0.05
H 0.00 -0.02 -0.04
H -0.01 0.15 0.04
H -0.06 0.25 -0.02
H 0.01 0.02 -0.05
H 0.00 0.05 -0.01
H 0.01 0.07 0.10
C 0.03 -0.05 0.09
C 0.12 -0.09 0.09
N -0.25 -0.20 -0.22
C -0.04 0.17 -0.26
C -0.24 -0.05 0.15
C 0.37 -0.09 0.02
C -0.14 -0.12 0.25
H -0.06 -0.01 0.07
H -0.06 -0.02 0.02
H 0.00 -0.01 -0.05
H -0.25 -0.07 0.07
H 0.06 0.14 0.02
H 0.17 -0.06 0.10
H 0.20 -0.03 0.01
H 0.05 0.16 -0.02
H 0.07 -0.02 0.01
H 0.02 -0.05 -0.02
H 0.01 0.12 -0.09
H -0.10 0.17 -0.17
H -0.02 -0.02 -0.04
H 0.02 0.02 -0.04
H 0.05 0.17 -0.01
C -0.02 -0.04 0.09
C -0.13 -0.11 0.05
N -0.09 0.33 -0.09
C -0.02 0.03 -0.23
C 0.14 0.23 0.11
C -0.21 -0.29 -0.03
C -0.01 0.01 0.27
H 0.03 0.04 0.08
H 0.00 0.05 0.04
H -0.03 0.02 -0.06
H 0.02 0.22 0.14
H 0.12 -0.09 -0.02
H -0.06 -0.17 0.08
H -0.03 -0.17 0.01
H 0.05 -0.09 -0.04
H -0.04 -0.07 0.00
H -0.06 0.01 0.02
H 0.10 -0.01 -0.10
H 0.15 0.09 -0.19
H -0.03 0.02 -0.03
H 0.02 0.00 -0.05
H 0.09 -0.08 -0.05
C -0.08 -0.06 0.03
C -0.17 0.04 0.03
N 0.24 0.09 0.25
C 0.11 0.20 -0.04
C 0.20 -0.20 0.08
C -0.30 0.14 -0.07
C -0.16 -0.22 0.12
H 0.01 -0.08 0.03
H 0.02 -0.04 0.04
H 0.02 0.06 0.00
H 0.13 -0.15 0.17
H 0.00 -0.03 -0.14
H -0.19 -0.01 -0.03
H -0.15 0.03 -0.08
H -0.03 0.02 -0.10
H -0.08 0.03 -0.01
H -0.03 0.01 0.05
H 0.08 0.05 -0.11
H 0.22 0.08 -0.10
H 0.05 0.04 0.03
H 0.04 -0.01 0.00
H 0.01 0.00 -0.13

2.
Below is 8 unconnected molecules or ions with the total composition H16O8, with properties calculated with the ωB97M-V functional and the def2-TZVPD basis.

## Properties
Frontier orbital gap = 11.17 eV
Structure (SMILES) = O.O.O.O.O.O.O.O
LUMO level = -0.00141 Ha
Net charge = 0

CARTESIAN COORDINATES (ANGSTROEM)
O 19.7792 -16.3990 -21.0559
H 19.1603 -16.2490 -21.7705
H 19.5894 -17.2883 -20.7567
O 20.4303 -13.9912 -26.5532
H 20.1896 -14.1127 -27.4716
H 19.8484 -14.5801 -26.0727
O 19.2283 -20.9246 -22.7360
H 18.8635 -21.4462 -23.4510
H 20.0065 -21.4083 -22.4589
O 16.0655 -21.5443 -19.8061
H 16.6204 -20.9627 -20.3257
H 15.5743 -22.0495 -20.4540
O 16.8968 -15.6692 -23.5489
H 16.3741 -15.1255 -22.9594
H 16.5538 -15.4756 -24.4213
O 19.6142 -18.1965 -25.8808
H 19.3702 -18.4635 -24.9946
H 19.9163 -19.0024 -26.2997
O 21.0069 -16.8343 -17.0640
H 21.1456 -16.6488 -17.9927
H 20.4807 -17.6339 -17.0549
O 23.7043 -15.8292 -20.3748
H 24.0581 -15.0605 -20.8222
H 22.9779 -16.1159 -20.9283

Forces on the atoms, in the same order (eV/Å):
O 0.29 0.10 0.17
H -0.22 0.11 -0.29
H -0.07 -0.24 0.06
O 0.13 0.22 0.07
H -0.02 -0.03 -0.23
H -0.10 -0.22 0.17
O -0.13 0.28 0.04
H -0.14 -0.14 -0.18
H 0.23 -0.10 0.13
O -0.03 -0.02 0.24
H 0.20 0.16 -0.13
H -0.14 -0.14 -0.12
O 0.24 -0.18 0.12
H -0.12 0.15 0.20
H -0.04 0.01 -0.26
O -0.07 0.23 -0.14
H -0.06 -0.04 0.32
H 0.11 -0.16 -0.14
O 0.02 0.05 0.20
H 0.12 0.17 -0.28
H -0.13 -0.19 0.07
O 0.11 -0.14 0.21
H 0.10 0.20 -0.07
H -0.29 -0.07 -0.15

3.
Below is 2 unconnected molecules or ions with the total composition C7H18 at a distorted geometry, with properties calculated with the ωB97M-V functional and the def2-TZVPD basis.

## Properties
Frontier orbital gap = 12.13 eV
Structure (SMILES) = CC(C)C.CCC
LUMO level = 0.03820 Ha
Net charge = 0

CARTESIAN COORDINATES (ANGSTROEM)
C -1.5558 1.2734 2.1159
C -0.5506 2.3462 2.5161
C -2.4228 1.7547 0.9182
H -1.0410 0.3799 1.7794
H -2.1941 0.9946 2.9523
H 0.2348 1.9774 3.1627
H -1.0897 3.2210 2.8912
H -3.4478 1.4174 1.0261
H -2.4689 2.8448 0.9558
H -0.0501 2.7595 1.6394
H -1.9571 1.4879 -0.0270
C 1.2953 -1.1069 -1.4231
C 0.6060 -1.3937 -0.1097
C 2.6212 -1.8714 -1.6507
C 0.3138 -1.2973 -2.5783
H 1.5722 -0.0443 -1.3894
H -0.2396 -0.7088 0.0086
H 2.5258 -2.6504 -2.4028
H 3.4401 -1.1619 -1.7025
H 2.8379 -2.4408 -0.7402
H 0.7349 -1.1145 -3.5664
H 0.0327 -2.3568 -2.5787
H -0.5295 -0.6241 -2.4801
H 1.1886 -1.3123 0.8070
H 0.1439 -2.3737 -0.1238

Forces on the atoms, in the same order (eV/Å):
C -0.17 0.25 -0.87
C -0.28 0.30 -0.66
C 0.37 0.47 1.07
H 0.16 -0.27 0.25
H 0.04 0.02 0.11
H -0.05 0.12 0.50
H 0.19 -0.20 0.57
H -0.08 -0.34 -0.43
H -0.07 0.08 -0.12
H 0.13 -0.27 -0.28
H -0.25 -0.16 -0.12
C 0.73 0.87 -0.45
C -0.89 0.01 0.21
C -0.74 -0.40 1.62
C 0.43 -0.40 0.02
H -0.10 -0.04 -0.09
H 0.05 0.08 -0.02
H 0.38 0.41 -0.54
H 0.23 -0.24 -0.83
H 0.03 -0.01 0.07
H 0.34 0.15 0.07
H -0.47 0.19 -0.02
H -0.42 -0.18 0.11
H 0.40 0.04 -0.22
H 0.04 -0.48 0.04

4.
Below is a single C26H31N5O5S molecule at a distorted geometry, with properties calculated with the ωB97M-V functional and the def2-TZVPD basis.

## Properties
Frontier orbital gap = 8.26 eV
Structure (SMILES) = CN(C)S(=O)(=O)n1cc(/C=C(\NC(=O)c2ccccc2)C(=O)NCCN2CCOCC2)c2ccccc21
LUMO level = 0.00053 Ha
Net charge = 0

CARTESIAN COORDINATES (ANGSTROEM)
C 3.7219 2.0024 2.7955
N 3.8663 1.7607 1.3762
S 3.5293 3.0686 0.4013
O 4.7008 3.7675 -0.0117
O 2.4412 3.7919 0.9721
N 2.9278 2.2324 -0.9282
C 1.7696 1.5023 -0.7886
C 1.3411 1.0213 -2.0000
C 0.1745 0.2356 -2.3028
C -0.9427 0.1439 -1.5524
N -1.0582 0.9580 -0.4085
C -1.3373 0.6412 0.8833
O -1.8773 -0.3986 1.2314
C -0.8709 1.6598 1.8633
C -0.7770 3.0189 1.5728
C -0.2625 3.8934 2.5115
C 0.1670 3.4224 3.7412
C 0.0572 2.0749 4.0448
C -0.4665 1.1983 3.1138
H -0.5625 0.1450 3.3316
H 0.3795 1.7074 5.0078
H 0.5797 4.1081 4.4660
H -0.1877 4.9435 2.2785
H -1.1291 3.4086 0.6283
H -0.5283 1.8160 -0.5226
C -2.0554 -0.7228 -2.0610
O -2.0478 -1.1085 -3.2192
N -3.0443 -0.9947 -1.1917
H -2.8861 -0.8300 -0.2018
C -4.1290 -1.8695 -1.5654
H -4.3625 -1.6570 -2.6122
C -3.8045 -3.3678 -1.4434
N -3.9032 -3.8408 -0.0729
C -2.6627 -3.7087 0.6744
C -2.9106 -4.1019 2.1298
O -3.3961 -5.4208 2.2399
C -4.5819 -5.5645 1.4967
C -4.3667 -5.2146 0.0236
H -5.3148 -5.3114 -0.5099
H -3.6389 -5.9236 -0.4109
H -4.8896 -6.6063 1.6052
H -5.3619 -4.9061 1.9086
H -1.9813 -4.0679 2.7004
H -3.6349 -3.4002 2.5687
H -2.3215 -2.6760 0.6497
H -1.8729 -4.3567 0.2512
H -2.8121 -3.5548 -1.8805
H -4.5414 -3.9075 -2.0425
H -4.9899 -1.6374 -0.9372
H 0.1769 -0.3112 -3.2344
C 2.3116 1.4784 -2.9685
C 2.4333 1.3197 -4.3456
C 3.5044 1.9116 -4.9815
C 4.4455 2.6606 -4.2739
C 4.3466 2.8384 -2.9075
C 3.2735 2.2391 -2.2677
H 5.0613 3.4211 -2.3494
H 5.2683 3.1117 -4.8073
H 3.6198 1.7979 -6.0490
H 1.7054 0.7458 -4.8976
H 1.4175 1.3503 0.2123
C 5.0912 1.1002 0.9852
H 5.1451 0.1315 1.4800
H 5.9742 1.6947 1.2408
H 5.0665 0.9542 -0.0924
H 2.8361 2.6177 2.9329
H 3.5851 1.0474 3.3030
H 4.5920 2.5171 3.2167

Forces on the atoms, in the same order (eV/Å):
C -0.18 0.28 0.37
N -0.34 0.85 -0.59
S -0.21 -0.44 0.00
O 0.12 -0.20 -0.21
O 0.01 -0.17 0.14
N 0.13 0.14 0.48
C -0.40 -0.37 -0.09
C 0.34 0.45 0.59
C -0.67 -0.31 0.34
C 0.62 -0.26 -0.51
N 0.12 0.45 -0.03
C -0.06 -0.03 -0.19
O 0.13 -0.08 0.19
C 0.04 0.17 0.33
C -0.06 -0.15 -0.01
C 0.01 0.06 0.08
C -0.04 0.07 0.00
C 0.01 -0.02 0.04
C -0.05 -0.09 -0.13
H -0.02 -0.08 0.02
H 0.03 -0.03 0.08
H 0.03 0.07 0.06
H 0.02 0.11 -0.03
H -0.01 0.03 -0.09
H -0.09 -0.12 0.09
C -0.22 0.15 0.02
O 0.04 -0.17 -0.14
N -0.09 0.00 0.30
H 0.11 0.10 -0.17
C -0.01 -0.32 -0.46
H -0.08 0.01 0.13
C -0.15 0.39 0.02
N -0.01 -0.13 -0.01
C -0.05 -0.05 0.38
C 0.24 0.27 -0.17
O 0.11 -0.11 0.05
C -0.21 -0.13 -0.34
C -0.05 -0.07 0.35
H 0.02 -0.04 -0.01
H -0.06 0.01 -0.01
H -0.05 0.08 -0.03
H 0.02 -0.07 -0.04
H -0.05 0.07 -0.03
H 0.07 -0.02 -0.01
H 0.09 -0.05 0.00
H -0.02 0.06 0.01
H -0.06 -0.06 -0.03
H 0.03 -0.02 -0.01
H 0.01 -0.04 -0.07
H -0.14 -0.05 -0.05
C 0.31 0.33 0.37
C 0.06 0.03 0.06
C -0.06 -0.07 -0.14
C 0.04 0.03 0.11
C 0.11 0.09 -0.05
C 0.26 0.03 -0.79
H 0.09 0.05 -0.03
H 0.08 0.05 -0.03
H 0.00 -0.01 -0.09
H -0.08 -0.06 -0.08
H -0.25 -0.09 0.12
C 0.34 -0.19 -0.22
H -0.04 0.00 -0.03
H 0.00 -0.06 0.01
H 0.17 -0.18 -0.06
H 0.00 -0.08 0.25
H 0.00 0.02 -0.03
H 0.01 -0.02 0.03